Here is 4 unconnected molecules or ions with the total composition C37H77IN5O5 from the Open Molecules 2025 dataset. Energies are from wB97M-V/def2-TZVPD.

Values from the calculation:
HOMO: -11.31 eV
LUMO level: -0.11820 Eh

Structure (ORCA input):
```
! RIJCOSX wB97M-V def2-TZVPD def2/J DEFGRID3
* xyz 1 1
C -3.29 3.19 -0.53
C -3.08 2.05 0.49
C -4.22 1.02 0.45
C -4.00 -0.14 -0.55
C -3.97 -1.51 0.14
C -2.58 -1.82 0.71
C -2.60 -2.46 2.11
C -1.28 -2.34 2.90
C -0.48 -3.66 2.97
C 1.02 -3.54 2.86
C 1.91 -4.04 3.85
C 1.37 -4.78 5.04
C 1.02 -3.82 6.22
O 1.99 -3.88 7.23
C -0.41 -4.02 6.76
N -1.07 -2.81 7.22
C 3.29 -3.84 3.72
C 4.28 -4.43 4.69
C 5.04 -3.44 5.62
C 4.31 -2.14 5.98
I 5.51 -4.52 7.45
C 3.77 -3.14 2.59
C 5.24 -2.86 2.37
C 5.69 -1.41 2.69
N 6.98 -1.26 3.35
C 2.87 -2.70 1.61
C 3.33 -1.98 0.38
C 3.73 -2.94 -0.77
C 4.51 -2.20 -1.86
C 3.93 -2.34 -3.27
N 5.00 -2.39 -4.27
C 5.81 -3.56 -4.19
C 5.18 -4.92 -4.38
O 6.97 -3.47 -4.02
N 1.54 -2.93 1.77
N 0.68 -2.52 0.74
H -3.98 2.85 -1.29
H -2.36 3.47 -1.02
H -3.72 4.03 -0.01
H -3.06 2.45 1.49
H -2.12 1.54 0.32
H -4.31 0.59 1.45
H -5.15 1.52 0.22
H -4.73 -0.14 -1.35
H -3.02 0.00 -1.02
H -4.21 -2.25 -0.62
H -4.73 -1.56 0.91
H -2.09 -2.52 0.02
H -1.95 -0.93 0.72
H -2.84 -3.52 1.98
H -3.43 -2.04 2.67
H -1.57 -2.07 3.92
H -0.68 -1.52 2.52
H -0.73 -4.11 3.91
H -0.82 -4.35 2.18
H 0.49 -5.36 4.79
H 2.09 -5.51 5.39
H 1.05 -2.80 5.82
H 1.78 -4.60 7.84
H -0.35 -4.69 7.62
H -1.04 -4.52 6.02
H -0.83 -2.63 8.19
H -0.74 -1.99 6.72
H 3.84 -5.20 5.31
H 5.03 -4.93 4.09
H 6.02 -3.26 5.22
H 3.24 -2.24 5.91
H 4.53 -1.86 7.00
H 4.67 -1.32 5.37
H 5.85 -3.56 2.94
H 5.48 -3.05 1.33
H 5.78 -0.87 1.76
H 4.92 -0.88 3.25
H 7.72 -1.32 2.67
H 7.15 -2.00 4.02
H 2.51 -1.37 0.00
H 4.12 -1.28 0.62
H 4.29 -3.78 -0.37
H 2.80 -3.32 -1.20
H 5.56 -2.50 -1.85
H 4.51 -1.14 -1.62
H 3.29 -3.24 -3.29
H 3.29 -1.49 -3.48
H 4.59 -2.30 -5.19
H 4.19 -5.00 -3.94
H 5.85 -5.66 -3.95
H 5.13 -5.11 -5.45
H 1.09 -2.78 -0.15
H -0.20 -3.01 0.80
C -2.76 7.30 3.23
C -3.13 6.34 2.11
C -3.92 7.04 1.01
O -3.87 5.23 2.63
H -3.66 7.71 3.70
H -2.19 6.78 4.01
H -2.15 8.13 2.86
H -2.22 5.91 1.68
H -4.85 7.45 1.41
H -4.17 6.35 0.21
H -3.34 7.87 0.58
H -4.68 5.58 3.01
C -3.71 4.92 -5.89
C -3.03 4.19 -4.75
C -2.56 2.80 -5.17
O -3.91 4.08 -3.62
H -4.60 4.36 -6.22
H -4.04 5.90 -5.57
H -3.05 5.04 -6.74
H -2.18 4.77 -4.40
H -3.41 2.19 -5.48
H -2.07 2.29 -4.34
H -1.86 2.87 -6.00
H -4.67 3.57 -3.90
C -5.32 5.78 -9.78
C -4.01 6.55 -9.65
C -3.56 7.12 -10.99
O -2.99 5.71 -9.10
H -5.20 4.94 -10.46
H -5.62 5.39 -8.81
H -6.11 6.42 -10.16
H -4.13 7.36 -8.94
H -3.39 6.31 -11.71
H -2.62 7.66 -10.88
H -4.31 7.79 -11.41
H -2.85 4.98 -9.71
*
```

Löwdin atomic charge list, values in e, 6 entries: -0.0848 -0.2501 -0.2057 -0.2005 -0.2025 -0.2140



Here is 5 unconnected molecules or ions with the total composition C37H78BrClF4N4O8S from the Open Molecules 2025 dataset. Energies are from wB97M-V/def2-TZVPD.

Values from the calculation:
HOMO: -7.94 eV
LUMO level: 0.00040 Eh
SMILES: CC(=O)OC[C@@H](F)O[C@@](O)(CO[C@@H](CC(=O)Br)C[C@H](C)Cl)S(=O)(=O)C(F)(F)F.CCN(CC)CC.CCN(CC)CC.CCN(CC)CC.CCN(CC)CC

Structure (ORCA input):
```
! RIJCOSX wB97M-V def2-TZVPD def2/J DEFGRID3
* xyz 0 1
C -4.01 -3.00 5.28
C -3.61 -4.16 4.36
O -2.96 -5.02 4.83
O -3.97 -4.15 3.04
C -2.91 -4.54 2.18
C -1.90 -3.38 1.97
F -2.62 -2.20 2.13
O -0.94 -3.40 3.00
C 0.39 -3.42 2.57
O 0.69 -4.41 1.66
C 0.94 -2.03 2.15
O -0.05 -1.03 2.29
C 0.39 0.25 1.84
C -0.23 0.44 0.42
C 0.61 -0.23 -0.69
O 1.51 0.34 -1.13
Br 0.13 -2.02 -1.38
C -0.26 1.29 2.80
C -0.22 0.78 4.27
C -1.50 0.05 4.70
Cl -0.07 2.25 5.35
S 1.37 -3.86 4.10
O 1.26 -2.83 5.09
O 2.71 -4.14 3.70
C 0.64 -5.42 4.84
F -0.21 -5.99 4.01
F 1.61 -6.29 5.06
F 0.07 -5.19 5.99
H -4.95 -2.56 4.92
H -4.14 -3.36 6.31
H -3.21 -2.24 5.32
H -2.42 -5.48 2.48
H -3.38 -4.74 1.21
H -1.48 -3.33 0.95
H 0.73 -4.00 0.78
H 1.78 -1.75 2.81
H 1.38 -2.08 1.14
H 1.50 0.34 1.83
H -1.20 -0.08 0.42
H -0.44 1.50 0.20
H 0.25 2.26 2.76
H -1.30 1.37 2.47
H 0.62 0.09 4.44
H -2.40 0.68 4.68
H -1.32 -0.36 5.71
H -1.70 -0.83 4.07
C -6.20 -8.71 7.23
C -5.16 -9.82 7.27
N -4.41 -9.97 6.03
C -3.62 -11.19 5.98
C -2.47 -11.34 6.97
C -3.75 -8.77 5.53
C -2.73 -8.09 6.45
H -6.89 -8.86 6.40
H -6.78 -8.72 8.15
H -5.74 -7.73 7.13
H -5.69 -10.76 7.47
H -4.49 -9.65 8.13
H -3.23 -11.32 4.96
H -4.30 -12.04 6.12
H -1.61 -10.73 6.70
H -2.13 -12.38 6.98
H -2.77 -11.09 7.99
H -4.52 -8.04 5.28
H -3.28 -9.00 4.58
H -3.07 -8.02 7.48
H -2.55 -7.07 6.09
H -1.77 -8.61 6.44
C -4.30 -0.12 -1.01
C -3.37 0.64 -1.95
N -3.22 0.02 -3.25
C -2.13 0.59 -4.04
C -2.26 2.05 -4.48
C -4.45 -0.25 -3.98
C -5.36 0.94 -4.30
H -3.97 -1.15 -0.89
H -4.29 0.36 -0.03
H -5.33 -0.12 -1.37
H -2.39 0.69 -1.47
H -3.73 1.68 -2.03
H -1.97 -0.03 -4.92
H -1.21 0.49 -3.45
H -2.96 2.17 -5.30
H -1.29 2.41 -4.84
H -2.56 2.71 -3.66
H -5.03 -0.98 -3.42
H -4.20 -0.77 -4.92
H -5.49 1.61 -3.45
H -6.36 0.57 -4.57
H -5.00 1.51 -5.15
C 3.09 7.56 -6.73
C 2.84 6.59 -5.58
N 1.48 6.08 -5.53
C 1.18 5.38 -4.29
C 1.95 4.08 -4.00
C 0.99 5.44 -6.74
C 1.77 4.24 -7.29
H 2.38 8.40 -6.70
H 4.10 7.97 -6.65
H 3.01 7.07 -7.70
H 3.04 7.13 -4.66
H 3.58 5.78 -5.64
H 0.11 5.16 -4.25
H 1.36 6.07 -3.46
H 1.58 3.25 -4.61
H 1.81 3.80 -2.96
H 3.02 4.19 -4.16
H 0.95 6.20 -7.53
H -0.05 5.15 -6.60
H 2.85 4.40 -7.27
H 1.49 4.06 -8.33
H 1.55 3.33 -6.74
C 9.61 7.39 -3.17
C 8.45 8.33 -3.45
N 7.55 7.85 -4.48
C 6.60 8.86 -4.93
C 5.58 9.38 -3.92
C 6.99 6.53 -4.27
C 6.18 6.29 -2.99
H 10.17 7.18 -4.08
H 10.30 7.86 -2.45
H 9.28 6.45 -2.73
H 8.87 9.29 -3.78
H 7.92 8.54 -2.50
H 6.07 8.49 -5.81
H 7.18 9.72 -5.30
H 4.78 8.66 -3.75
H 5.10 10.29 -4.31
H 6.03 9.64 -2.96
H 7.81 5.80 -4.30
H 6.37 6.26 -5.14
H 6.65 6.72 -2.11
H 6.08 5.21 -2.82
H 5.17 6.69 -3.08
*
```

Löwdin atomic charge list, values in e, 6 entries: 0.0428 -0.5139 0.1246 0.0132 -0.0700 -0.2697



Here is 8 unconnected molecules or ions with the total composition C37H78IN5O8P from the Open Molecules 2025 dataset. Energies are from wB97M-V/def2-TZVPD.

Values from the calculation:
HOMO: -10.87 eV
LUMO level: -0.14678 Eh

Structure (ORCA input):
```
! RIJCOSX wB97M-V def2-TZVPD def2/J DEFGRID3
* xyz 1 1
C -0.43 5.13 -2.84
C -1.64 4.05 -2.96
P -2.72 3.95 -1.42
C -4.15 2.77 -1.92
N -1.84 3.23 -0.04
C -0.43 2.71 -0.12
C 0.61 3.73 0.56
O 0.25 4.62 1.37
N 2.07 3.68 0.25
C 2.65 2.54 1.05
C 2.71 4.94 0.79
C -2.43 3.12 1.15
N -3.77 3.59 1.45
I -3.80 5.53 2.16
N -1.69 2.50 2.27
C -2.32 1.11 2.38
N -1.31 0.03 2.21
H 0.56 4.64 -2.54
H -0.31 5.63 -3.86
H -0.76 5.86 -2.02
H -2.25 4.23 -3.92
H -1.12 3.04 -3.14
H -4.19 2.60 -3.05
H -4.02 1.75 -1.39
H -5.14 3.20 -1.51
H -0.34 1.64 0.30
H -0.08 2.62 -1.21
H 2.90 2.84 2.12
H 3.59 2.16 0.54
H 1.82 1.75 1.12
H 2.73 4.99 1.92
H 2.25 5.89 0.35
H 3.79 4.91 0.41
H -4.44 3.42 0.69
H -2.06 2.98 3.12
H -3.08 0.98 1.54
H -2.93 1.00 3.35
H -1.73 -0.80 2.62
H -0.41 0.28 2.65
C 2.09 5.42 -8.00
C 2.85 4.30 -7.32
C 2.04 4.09 -6.06
O 0.68 4.43 -6.37
C 0.66 5.09 -7.65
H 2.26 5.48 -9.07
H 2.37 6.38 -7.55
H 2.81 3.40 -7.94
H 3.90 4.54 -7.12
H 2.38 4.76 -5.26
H 2.09 3.06 -5.69
H 0.22 4.39 -8.37
H 0.02 5.98 -7.59
C -4.22 -2.87 -1.73
C -5.27 -2.38 -2.70
C -5.91 -1.23 -1.94
O -4.88 -0.68 -1.10
C -3.76 -1.57 -1.09
H -3.41 -3.43 -2.19
H -4.69 -3.51 -0.97
H -4.79 -2.00 -3.61
H -5.99 -3.15 -2.99
H -6.72 -1.59 -1.29
H -6.30 -0.46 -2.60
H -2.96 -1.11 -1.68
H -3.41 -1.71 -0.06
C 0.71 -3.88 4.94
C -0.62 -3.95 5.66
C -0.97 -2.48 5.82
O -0.38 -1.79 4.70
C 0.52 -2.68 4.03
H 0.97 -4.79 4.40
H 1.51 -3.68 5.66
H -1.36 -4.44 5.01
H -0.59 -4.48 6.61
H -0.54 -2.07 6.73
H -2.05 -2.31 5.83
H 0.06 -2.98 3.08
H 1.46 -2.16 3.82
C 0.63 0.23 10.71
C 0.68 0.96 9.38
C -0.14 0.04 8.49
O -1.10 -0.60 9.33
C -0.77 -0.36 10.70
H 0.82 0.87 11.57
H 1.37 -0.58 10.71
H 0.17 1.93 9.48
H 1.69 1.14 9.01
H 0.49 -0.74 8.04
H -0.64 0.58 7.69
H -1.50 0.36 11.10
H -0.84 -1.29 11.27
C -1.78 1.49 -8.94
C -1.75 0.13 -9.61
C -0.26 -0.14 -9.70
O 0.35 0.52 -8.58
C -0.62 1.39 -7.98
H -2.73 1.71 -8.44
H -1.59 2.27 -9.68
H -2.23 -0.61 -8.96
H -2.25 0.11 -10.58
H 0.16 0.29 -10.61
H -0.03 -1.21 -9.67
H -0.92 0.94 -7.02
H -0.16 2.36 -7.77
C 3.79 -8.24 3.24
C 4.75 -7.07 3.20
C 3.80 -5.90 3.00
O 2.56 -6.25 3.63
C 2.60 -7.65 3.96
H 4.20 -9.12 3.74
H 3.51 -8.53 2.22
H 5.26 -6.97 4.16
H 5.50 -7.14 2.41
H 3.59 -5.73 1.94
H 4.18 -4.97 3.43
H 2.71 -7.73 5.05
H 1.65 -8.12 3.67
C 2.34 -2.63 -1.40
C 2.32 -1.91 -0.07
C 3.05 -2.88 0.83
O 4.00 -3.57 0.01
C 3.70 -3.30 -1.37
H 2.21 -1.98 -2.26
H 1.55 -3.39 -1.42
H 2.88 -0.97 -0.15
H 1.31 -1.67 0.28
H 2.37 -3.62 1.26
H 3.58 -2.37 1.65
H 4.48 -2.63 -1.75
H 3.73 -4.23 -1.94
*
```

Löwdin atomic charge list, values in e, 6 entries: -0.1489 -0.4130 0.9833 -0.2642 -0.1636 -0.0597